No. 1
DFT (ωB97M-V/def2-TZVPD) results for a structure of composition C39H68Cl3GeN2O3S5SbSi3Ti at a distorted geometry.

Multiplicity   3
Largest force on an atom   3.26 eV/Å
Energy   -252218.5505 eV
HOMO-LUMO gap (alpha / beta)   5.8342 / 4.9351 eV
Relative energy (zero: lowest compared OMol25 entry of this formula, charge and spin)   2.031 eV
HOMO energy (alpha / beta)   -6.507 / -6.949 eV

```
126
Properties=species:S:1:pos:R:3:forces:R:3
Sb 0.1347 -1.4497 2.9409 -0.185 -0.479 1.274
Ge 1.4213 2.0141 -2.0455 1.517 1.179 -0.587
Ti -0.1382 0.6125 -0.6114 0.501 0.170 0.973
Cl 4.6987 -4.0863 -3.5733 0.121 -0.072 -0.079
Cl 0.4804 -0.7629 -3.3630 0.113 -0.339 -0.594
Cl 3.2633 -1.7861 1.0645 0.058 -0.188 0.510
S 0.1063 4.0906 2.3871 -0.256 -0.303 0.044
S -2.0066 5.7680 3.6401 -0.021 0.053 -0.029
S 1.1898 1.5079 1.2407 0.204 0.479 0.440
S -1.7821 0.3174 1.5490 -0.081 0.292 0.161
S -2.5465 2.9704 2.8034 0.361 0.087 0.004
Si -2.1742 -1.9271 4.1614 -0.259 -0.206 0.095
Si 1.2263 -3.9026 3.3880 0.068 -0.269 -0.052
Si 1.1994 -0.0762 4.9077 0.102 0.020 0.307
O -2.3409 0.3372 -5.3323 -0.006 -0.003 0.098
O -1.2250 2.0746 -0.7462 -2.257 2.239 -0.701
O 0.9098 -0.8833 -0.4398 1.638 -1.820 -0.372
N -1.7057 -0.5467 -1.3788 -1.197 -0.865 -0.922
N -4.5115 -0.2734 -5.2191 0.005 0.019 0.097
C 2.9517 -2.1103 -0.5927 -0.402 0.151 -0.284
C -6.2337 -2.0575 -5.2088 0.032 0.161 0.132
C -2.1976 -0.0991 -2.5362 -0.255 0.195 0.128
C -1.9385 -1.8256 -1.0583 0.070 0.135 0.236
C -2.9310 -0.8749 -3.4176 0.040 -0.296 0.031
C 1.1717 -4.7751 1.6926 0.031 0.284 0.220
C 3.8426 -2.8811 -1.3151 0.050 -0.019 0.013
C -3.2454 -0.2333 -4.7406 -0.130 0.105 -0.089
C 2.5792 -2.4422 -3.3071 -0.039 0.041 -0.069
C 2.9996 0.3790 4.5273 -0.365 -0.180 -0.075
C -3.1447 -2.2102 -3.0884 0.196 0.370 0.132
C 3.3479 1.4320 -2.1942 -0.370 -0.015 0.278
C -4.7557 0.4167 -6.4848 0.290 -0.053 -0.236
C -1.3598 1.9064 2.0658 -0.406 -0.202 0.136
C 1.8057 -1.5234 -1.1671 0.291 -0.474 -0.170
C 0.2791 -5.0194 4.5931 -0.092 0.383 -0.171
C -3.6204 2.3073 -0.6068 0.163 -0.306 0.013
C 2.5108 4.8229 -2.2503 0.035 -0.215 0.180
C -3.0991 -0.3686 4.7459 0.368 -0.115 -0.318
C -4.2418 -0.3661 -7.6893 -0.062 0.052 0.137
C 5.4463 0.8715 -0.8753 -0.069 0.029 0.232
C -2.6431 -2.6778 -1.8804 -0.168 -0.181 -0.146
C -1.5067 4.3583 2.9833 -0.034 -0.051 0.097
C 3.8947 4.9816 -1.6260 -0.028 0.104 -0.320
C -0.1150 2.4252 1.8888 0.348 0.165 0.080
C 4.8214 5.8197 -2.5015 -0.049 -0.098 0.187
C 6.0850 0.7191 0.5031 0.007 -0.016 -0.210
C -3.1666 -2.8234 2.7980 0.228 0.292 0.207
C -2.2319 2.8232 -0.8292 0.068 0.122 0.001
C 2.9870 -3.8511 4.1184 -0.260 0.292 -0.270
C 3.6273 -3.0758 -2.6670 -0.103 0.143 0.062
C -2.0772 4.2700 -1.1758 0.124 -0.078 -0.010
C 0.1975 1.4928 5.2929 0.107 -0.317 -0.310
C 1.7080 -1.6677 -2.5646 0.136 -0.078 0.471
C 1.5863 3.9283 -1.4136 -0.180 -0.201 -0.007
C -2.1657 -3.0627 5.6943 0.165 0.140 -0.305
C -5.6568 -0.8257 -4.5158 -0.125 -0.143 -0.070
C 1.1573 -1.1904 6.4468 -0.012 0.137 -0.328
C 3.9794 1.2866 -0.8115 0.160 -0.034 -0.294
H 0.2423 -4.5926 5.5940 0.018 0.008 0.045
H 4.9456 5.3580 -3.4820 0.034 0.008 -0.036
H 2.9941 -4.3219 5.1014 -0.070 -0.005 0.049
H 4.3340 3.9953 -1.4634 0.023 0.011 0.071
H 1.5728 -2.1782 6.2441 0.033 -0.047 -0.013
H -2.7878 -3.7074 -1.5864 0.026 -0.010 0.031
H 1.9045 3.9452 -0.3670 -0.019 -0.054 0.016
H 3.7846 5.4599 -0.6483 0.026 -0.086 0.052
H 0.6767 2.3701 4.8583 0.018 0.037 -0.066
H -3.1655 -0.4975 -7.6042 0.023 -0.007 -0.035
H 0.4747 -5.6131 1.7273 -0.061 -0.025 0.039
H -1.9728 0.9287 -2.8027 0.053 -0.052 -0.005
H -4.2178 2.4157 -1.5172 0.013 0.070 -0.017
H -0.7441 -5.2137 4.2752 -0.033 -0.023 -0.044
H -0.8149 1.4342 4.8929 -0.043 0.013 0.018
H 4.7031 -3.3153 -0.8277 0.001 -0.018 0.037
H -1.2388 -2.9823 6.2594 0.000 0.000 0.059
H -1.5271 4.8006 -0.3937 0.031 -0.041 0.018
H 2.6116 4.4137 -3.2618 0.036 0.091 -0.044
H 3.0909 0.8105 3.5312 -0.020 0.040 -0.085
H 7.1467 0.4871 0.4075 0.025 -0.019 0.101
H 3.4314 0.4830 -2.7322 -0.049 0.017 -0.055
H -5.4657 -2.8195 -5.3398 -0.012 -0.050 -0.028
H -4.1330 -3.1818 3.1554 -0.035 0.006 0.099
H -6.4273 -0.0509 -4.4566 0.038 -0.001 0.063
H 2.4435 -2.5316 -4.3748 0.010 -0.012 -0.024
H 3.8976 2.1748 -2.7787 -0.061 0.041 -0.071
H 5.9875 1.6394 1.0809 0.003 0.028 0.032
H 2.0708 5.8202 -2.3522 0.006 0.022 -0.090
H 4.4034 6.8168 -2.6480 0.038 0.049 -0.043
H -5.8264 0.6042 -6.5697 -0.001 -0.021 0.085
H -2.7560 -0.0525 5.7316 0.061 -0.034 0.045
H -2.9593 0.4613 4.0562 -0.036 0.045 0.039
H 0.7980 -5.9775 4.6606 0.117 -0.039 -0.094
H 2.1487 -5.1690 1.4098 0.064 0.023 0.027
H 3.8936 2.2305 -0.2642 -0.020 -0.037 0.091
H -5.3664 -1.0709 -3.4966 -0.024 0.070 -0.006
H -4.1054 2.8960 0.1751 -0.010 0.033 -0.026
H 3.6859 -4.3920 3.4806 0.000 -0.027 -0.084
H 3.3671 -2.8371 4.2306 0.059 0.059 -0.001
H -6.6333 -1.7986 -6.1883 0.006 -0.043 -0.051
H -3.6060 1.2622 -0.3021 -0.024 0.029 -0.008
H 3.6575 -0.4896 4.5809 -0.014 -0.055 -0.004
H 5.6051 -0.0851 1.0612 0.012 0.002 0.066
H 5.5198 -0.0765 -1.4183 0.040 0.016 -0.069
H 0.8478 -4.0999 0.9002 0.025 0.040 -0.045
H -2.9851 -2.7892 6.3598 -0.081 0.088 -0.024
H -4.7110 -1.3478 -7.7527 -0.040 -0.002 -0.049
H -1.5289 -2.1655 -0.1125 0.066 0.024 -0.060
H 0.1375 -1.3206 6.8083 -0.064 0.012 -0.014
H 5.8048 5.9231 -2.0420 0.044 0.051 -0.058
H -3.3499 -2.1444 1.9636 -0.006 0.001 -0.050
H 1.0807 2.2973 -3.5524 -0.262 -0.134 0.067
H 1.7375 -0.7420 7.2549 0.064 0.078 0.020
H -2.2958 -4.1079 5.4207 0.006 -0.043 -0.017
H -7.0442 -2.4725 -4.6105 -0.035 -0.038 -0.018
H -4.4518 0.1898 -8.6022 -0.005 -0.041 -0.060
H 0.5806 4.3504 -1.4263 -0.028 -0.081 0.056
H -3.0486 4.7419 -1.3008 -0.022 0.013 0.007
H -1.5044 4.3670 -2.1010 0.004 0.028 0.019
H -4.1730 -0.5565 4.8107 -0.008 -0.159 0.005
H 3.4222 0.5433 -0.2372 0.015 0.044 0.106
H -4.2312 1.3735 -6.4479 -0.113 0.023 0.029
H 6.0027 1.6174 -1.4510 -0.003 -0.023 -0.083
H 0.1204 1.6536 6.3691 0.071 -0.079 0.060
H 3.3662 1.1162 5.2443 -0.068 0.016 0.084
H -2.6038 -3.6825 2.4251 0.021 -0.030 0.005
H -3.6641 -2.8749 -3.7643 -0.051 -0.025 -0.022
```
Forces are in eV/Å.

=====

No. 2
DFT (ωB97M-V/def2-TZVPD) results for a cluster of 2 separate species, C20H18N4O3S in total at a distorted geometry.

Multiplicity   1
Largest force on an atom   18.56 eV/Å
Energy   -43952.1664 eV
HOMO-LUMO gap   6.8746 eV
Relative energy (zero: lowest compared OMol25 entry of this formula, charge and spin)   19.105 eV
HOMO energy   -7.565 eV

```
46
Properties=species:S:1:pos:R:3:forces:R:3
S 2.5689 0.4069 1.2870 2.148 1.593 5.448
O -2.0505 -0.7815 2.6738 4.637 -1.736 -6.110
O 1.9321 -1.6408 3.2910 4.026 -1.853 1.629
O 0.8237 0.4571 -4.5403 -1.687 1.023 2.155
N 0.8737 -0.8620 -0.2937 1.429 2.517 4.649
N 0.9085 2.1677 -0.6058 0.806 -5.424 -5.464
N 0.1375 -0.2937 1.9881 -2.583 -2.204 -6.589
N 1.7677 0.8321 -2.5442 2.239 -1.139 1.525
C 0.5646 -0.0041 3.1729 -5.047 5.828 10.244
C -1.1713 3.1601 -0.9919 9.284 -2.934 7.983
C 0.9055 -1.1606 4.0040 2.160 3.901 3.601
C 2.5884 -2.6539 4.0815 2.570 -1.820 -2.933
C -1.4691 2.1946 -3.3652 -6.837 -1.019 -8.337
C 1.7534 1.2799 -1.2081 0.873 1.817 2.727
C -0.5610 -1.6186 -1.9824 -11.786 -2.277 7.924
C -1.5563 -1.2299 0.2909 16.942 3.284 2.345
C 0.6601 0.9539 -3.4133 2.875 0.550 -2.070
C -2.6144 2.8021 -2.9327 3.975 1.445 1.850
C -0.3044 1.9454 -2.7908 2.780 -5.722 -8.416
C 1.0842 -0.1566 1.0929 -4.057 -5.866 -8.512
C -2.9355 -2.2127 -1.3918 0.925 0.965 2.320
C -2.1259 3.4818 -1.6440 -12.368 0.722 -7.329
C -0.1881 2.0947 -1.5939 0.714 9.466 15.945
C -0.3597 -1.3225 -0.6242 0.205 1.933 -0.342
C 2.9361 0.8851 -0.2342 1.623 -1.156 -7.323
C -2.5285 -1.6469 -0.2309 -17.689 -3.724 1.475
C -2.0133 -2.1489 -2.2574 9.390 0.473 -9.097
C -1.1707 -0.9247 1.6062 -4.870 4.076 9.194
H -3.4121 -1.5159 0.5606 1.125 -0.510 -1.536
H -2.1086 -2.4281 -3.4670 -0.200 0.653 3.427
H -1.0866 3.7285 0.2146 0.374 -2.341 -3.917
H 1.9602 -3.5137 3.9694 -0.569 -0.800 0.465
H -3.0207 3.8642 -1.2726 -0.762 2.123 1.369
H -0.6735 0.4808 3.9885 3.057 -1.164 -2.389
H -3.5924 3.0454 -3.4317 1.494 -0.572 0.545
H 0.2471 -1.9008 4.1309 -3.565 -2.471 0.189
H 1.1009 1.0148 3.2788 -0.294 -2.239 -0.318
H -3.8638 -2.2877 -1.7050 -4.571 -0.968 -0.648
H 3.3926 -0.0692 -0.6799 -0.332 1.370 -0.051
H 2.6691 0.2303 -2.8807 -3.337 1.816 1.072
H 1.1561 -0.8715 5.1995 -0.217 -0.226 -3.064
H 3.4812 -2.9446 3.3734 -1.237 0.563 1.813
H 2.9278 -2.6136 5.1705 -0.695 1.234 -1.452
H -1.5314 1.7325 -4.4543 0.166 0.782 2.070
H 0.1610 -1.5905 -2.5414 7.255 0.082 -6.560
H 3.7377 1.6353 -0.2974 -0.368 -0.051 0.496
```
Forces are in eV/Å.

=====

No. 3
DFT (ωB97M-V/def2-TZVPD) results for the ion C6H12F3NO3PS2 with charge -1 at a distorted geometry.

Multiplicity   1
Largest force on an atom   1.84 eV/Å
Energy   -53160.0270 eV
HOMO-LUMO gap   8.0224 eV
Relative energy (zero: lowest compared OMol25 entry of this formula, charge and spin)   0.000 eV
Net charge   -1
HOMO energy   -4.973 eV

```
28
Properties=species:S:1:pos:R:3:forces:R:3
S -2.4397 -0.4613 -0.1658 -0.928 -0.125 -0.509
S -0.4726 -1.3286 -2.5362 -0.345 -0.456 -0.297
P -0.0802 -0.6447 -0.3862 1.813 0.213 0.199
F -3.1003 -0.2691 2.4479 0.051 0.043 0.043
F -1.8526 1.3605 1.7569 -0.006 0.078 -0.029
F -3.9439 1.2896 1.2090 -0.016 -0.013 0.072
O 2.9916 2.5537 -0.8289 0.348 0.135 -0.731
O -3.1051 -1.7357 0.0531 -0.048 -0.199 0.372
O -3.0286 0.3718 -1.1982 -0.014 0.492 0.014
N 2.9551 0.8088 0.6660 -0.111 -0.371 -0.127
C -0.0131 1.2051 -0.8619 0.287 -0.355 0.413
C 0.8765 2.0358 0.0878 -0.418 0.557 0.013
C 0.8907 -3.1913 0.1815 -0.054 0.104 0.093
C 2.3506 1.8572 -0.0889 -0.195 -0.106 0.505
C -2.8577 0.5346 1.4035 -0.072 -0.164 0.017
C -0.1895 -2.4210 0.1999 -0.017 -0.324 -0.374
H -1.1031 -2.8284 0.6160 -0.038 0.386 0.416
H 3.6774 0.3815 0.0987 0.281 0.211 0.173
H 0.0793 -0.2854 1.0092 -0.312 0.023 0.015
H -0.9902 1.6769 -0.8275 -0.134 -0.107 -0.375
H 0.3085 -0.4994 -3.2321 0.024 0.277 0.074
H 0.6780 3.0797 -0.1682 0.049 0.039 0.076
H 0.9491 -4.0813 0.7986 -0.123 -0.286 -0.321
H 1.7592 -2.9501 -0.4225 0.164 0.220 0.249
H 3.3525 1.1647 1.5260 -0.079 -0.076 0.093
H 0.5762 1.9009 1.1284 0.079 -0.267 0.018
H 0.4147 1.2466 -1.8615 -0.232 0.128 -0.135
H 1.3174 -0.7712 -0.6047 0.046 -0.058 0.043
```
Forces are in eV/Å.